ORCA calculation (wB97M-V/def2-TZVPD) on a cluster of 11 separate species, C36H72O14 in total.

The HOMO-LUMO gap comes out at 9.37 eV. Its molar mass is 728.96 g mol⁻¹. The energy relative to the best compared isomer or geometry (same formula, charge and spin) comes out at 394.4 kcal per mole. The value obtained for the total energy is -67147.542 eV. For the HOMO energy, the calculation gives -0.344 Eh. Its structure (SMILES) is CCOC(C)=O.CCOC(C)=O.CCOC(C)=O.CC(C)=O.CC(C)=O.CC(C)=O.CC(C)=O.CC(C)=O.CC(C)=O.CC(C)=O.CC(C)=O. The spin multiplicity is 1.

Each line ends with the Mulliken charge.
Geometry (Å):
1 O 0.52 1.29 4.47  -0.64
2 C 1.77 1.28 4.26  0.78
3 O 2.46 2.21 3.62  -0.20
4 C 1.82 3.42 3.19  -0.40
5 C 2.92 4.18 2.52  -0.47
6 C 2.63 0.11 4.83  -0.44
7 H 1.39 4.09 3.87  0.56
8 H 1.16 3.17 2.46  0.13
9 H 3.90 4.31 3.23  0.33
10 H 2.53 5.19 2.10  0.21
11 H 3.44 3.41 1.69  -0.25
12 H 1.99 -0.78 5.21  -0.26
13 H 3.45 0.40 5.49  0.39
14 H 3.12 -0.17 4.05  0.21
15 O -2.26 -3.18 0.13  -0.24
16 C -2.52 -4.31 -0.21  0.80
17 O -3.36 -5.10 0.30  -0.39
18 C -4.26 -4.71 1.30  0.31
19 C -5.46 -5.56 1.36  -1.49
20 C -1.61 -4.95 -1.29  -1.99
21 H -4.55 -3.69 1.03  0.24
22 H -3.76 -4.69 2.28  0.01
23 H -5.19 -6.50 1.25  0.42
24 H -6.15 -5.66 0.49  0.35
25 H -5.81 -5.25 2.37  0.33
26 H -1.18 -5.75 -0.95  0.68
27 H -1.10 -4.25 -1.74  0.36
28 H -2.27 -5.37 -1.98  0.55
29 O 3.52 2.27 -2.25  -0.38
30 C 3.56 2.57 -3.44  0.74
31 O 2.52 2.42 -4.31  -0.43
32 C 1.18 2.01 -3.82  1.08
33 C 0.27 2.01 -4.99  -1.56
34 C 4.87 3.04 -4.19  -1.61
35 H 0.93 2.78 -3.15  -0.10
36 H 1.17 0.95 -3.14  -0.09
37 H 0.79 1.33 -5.65  0.38
38 H 0.24 2.90 -5.42  0.58
39 H -0.72 1.56 -4.86  0.06
40 H 4.72 4.07 -4.38  0.33
41 H 5.08 2.59 -4.93  0.72
42 H 5.80 2.67 -3.67  0.29
43 C 2.48 -2.75 -0.33  -0.29
44 C 1.76 -4.18 -0.13  0.37
45 O 2.07 -5.11 -0.93  -0.68
46 C 0.90 -4.31 1.10  -0.54
47 H 2.83 -2.89 -1.47  -0.04
48 H 3.39 -2.66 0.14  0.71
49 H 1.78 -2.01 0.11  -0.14
50 H 0.32 -5.35 1.16  0.23
51 H 0.24 -3.54 1.24  -0.20
52 H 1.52 -4.46 1.96  0.58
53 C 3.27 0.70 0.69  0.79
54 C 4.76 0.54 0.94  0.59
55 O 5.21 -0.60 1.47  -0.65
56 C 5.62 1.73 0.57  -1.05
57 H 2.78 1.43 1.26  -0.30
58 H 2.72 -0.31 1.11  -0.55
59 H 3.02 0.75 -0.34  0.31
60 H 5.75 1.95 -0.58  0.04
61 H 6.67 1.33 0.67  0.39
62 H 5.47 2.58 1.18  0.32
63 C -0.25 -0.19 1.51  0.15
64 C -0.23 0.49 0.10  0.50
65 O 0.13 1.69 -0.21  -0.47
66 C -0.96 -0.39 -0.99  -1.03
67 H -1.01 -0.98 1.63  -0.58
68 H -0.47 0.58 2.12  0.87
69 H 0.80 -0.56 1.70  -0.27
70 H -0.97 -0.01 -1.99  0.30
71 H -2.03 -0.62 -0.81  0.07
72 H -0.62 -1.33 -1.10  0.53
73 C -5.76 2.27 2.89  -1.16
74 C -4.94 2.48 1.69  0.47
75 O -5.36 3.41 0.65  -0.60
76 C -3.60 1.79 1.47  -1.30
77 H -5.15 1.48 3.47  0.25
78 H -6.67 2.21 2.66  0.45
79 H -5.73 3.34 3.22  0.31
80 H -3.03 1.77 2.30  0.74
81 H -3.12 2.07 0.54  0.46
82 H -3.86 0.83 1.30  0.39
83 C -3.59 -0.18 -3.97  -0.32
84 C -4.91 0.24 -3.21  0.39
85 O -6.14 -0.04 -3.81  -0.61
86 C -4.80 1.03 -1.92  -0.36
87 H -2.88 0.62 -4.07  -0.01
88 H -3.82 -0.54 -5.08  0.30
89 H -3.11 -0.75 -3.33  0.08
90 H -4.39 1.98 -2.19  0.36
91 H -4.21 0.36 -1.23  -0.15
92 H -5.75 1.15 -1.41  0.35
93 C 0.39 7.07 0.50  -0.96
94 C 1.39 6.19 -0.35  0.46
95 O 2.54 6.68 -0.56  -0.60
96 C 0.83 4.84 -0.69  -0.24
97 H 0.70 6.83 1.60  0.20
98 H -0.61 6.99 0.30  0.41
99 H 0.73 8.16 0.32  0.30
100 H 0.06 4.92 -1.61  0.37
101 H 0.22 4.47 0.16  0.15
102 H 1.66 4.18 -0.97  -0.06
103 C 2.68 -1.63 -4.52  -1.00
104 C 1.23 -2.11 -4.36  0.87
105 O 0.14 -1.36 -4.05  -0.40
106 C 1.02 -3.63 -4.47  -1.21
107 H 3.20 -2.12 -3.76  0.36
108 H 2.90 -0.53 -4.50  -0.02
109 H 3.10 -1.94 -5.45  0.48
110 H 1.45 -3.64 -5.41  0.58
111 H -0.09 -3.93 -4.51  0.15
112 H 1.45 -4.26 -3.54  0.22
113 C -0.29 -2.57 5.90  -1.66
114 C -0.37 -2.60 4.36  0.92
115 O 0.73 -2.52 3.55  -0.48
116 C -1.65 -3.23 3.69  -1.26
117 H -0.64 -3.50 6.14  0.52
118 H -1.15 -2.07 6.37  0.37
119 H 0.62 -2.16 6.15  0.39
120 H -2.36 -3.01 4.46  0.52
121 H -1.65 -4.22 3.49  0.39
122 H -1.96 -2.63 2.91  0.35

ORCA calculation (wB97M-V/def2-TZVPD) on a cluster of 9 separate species, C36H72O18S9 in total.

The HOMO-LUMO gap (spin up / spin down) comes out at 8.07 / 1.65 eV. Its molar mass is 1081.56 g mol⁻¹. The energy relative to the best compared isomer or geometry (same formula, charge and spin) comes out at 92.9 kcal per mole. The value obtained for the total energy is -172852.149 eV. Its expectation value of S² is 0.759. For the HOMO energy (spin up / spin down), the calculation gives -0.418 / -0.418 Eh. As for the net charge: +1. The spin multiplicity is 2.

Each line ends with the Mulliken charge.
Geometry (Å):
1 C -7.83 1.65 1.96  -0.64
2 C -7.46 2.71 0.92  -0.46
3 C -6.00 3.09 1.03  -0.75
4 S -5.15 1.75 2.05  0.91
5 O -4.96 2.34 3.41  -0.67
6 O -4.10 1.11 1.24  -0.45
7 C -6.69 0.67 2.18  -0.46
8 H -8.72 1.19 1.53  0.35
9 H -8.01 2.11 2.93  0.35
10 H -8.11 3.58 1.03  0.35
11 H -7.79 2.31 -0.04  0.13
12 H -5.80 4.01 1.59  0.41
13 H -5.45 3.15 0.09  0.36
14 H -6.59 0.16 3.14  0.46
15 H -6.54 -0.11 1.44  0.05
16 C 2.49 4.40 2.00  -0.34
17 C 1.03 4.23 1.94  -0.02
18 C 0.56 3.81 3.27  -0.15
19 S 1.47 4.78 4.58  1.03
20 O 1.93 3.93 5.67  -0.58
21 O 0.79 6.01 4.88  -0.65
22 C 2.89 5.18 3.34  -0.85
23 H 2.93 4.91 1.15  0.43
24 H 2.91 3.41 1.90  -0.09
25 H 0.71 3.40 1.31  -0.27
26 H 0.58 5.21 1.79  0.40
27 H 0.80 2.75 3.33  -0.33
28 H -0.50 3.79 3.52  0.60
29 H 3.87 5.16 3.82  0.45
30 H 2.85 6.23 3.05  0.43
31 C -0.63 0.26 -1.19  -0.63
32 C -1.47 0.53 0.03  0.22
33 C -0.77 -0.10 1.25  -0.59
34 S 1.03 -0.03 0.92  0.87
35 O 1.55 -1.44 1.05  -0.73
36 O 1.67 0.97 1.77  -0.26
37 C 0.84 0.52 -0.82  -0.77
38 H -1.00 0.64 -2.14  0.72
39 H -0.78 -0.79 -1.42  -0.08
40 H -2.37 0.11 -0.43  0.01
41 H -1.45 1.61 0.10  0.18
42 H -1.00 -1.16 1.30  -0.27
43 H -0.87 0.40 2.22  0.65
44 H 1.57 0.00 -1.44  0.43
45 H 0.96 1.58 -1.05  0.26
46 C 3.50 0.59 4.44  0.06
47 C 2.16 0.18 5.08  -0.43
48 C 2.12 -1.39 5.05  -0.63
49 S 3.81 -2.00 5.30  1.06
50 O 4.16 -3.05 4.38  -0.60
51 O 4.11 -2.12 6.67  -0.64
52 C 4.55 -0.35 4.75  -0.32
53 H 3.62 1.67 4.32  0.45
54 H 3.37 0.30 3.40  -0.47
55 H 1.26 0.66 4.68  0.09
56 H 2.15 0.69 6.04  0.47
57 H 2.00 -1.67 4.01  -0.01
58 H 1.45 -1.91 5.74  0.59
59 H 5.11 -0.39 3.81  -0.11
60 H 5.26 0.05 5.48  0.46
61 C 7.02 -2.01 0.58  -1.07
62 C 5.78 -1.68 1.41  0.06
63 C 5.38 -0.23 1.17  -0.16
64 S 5.59 0.03 -0.67  0.93
65 O 6.16 1.39 -1.02  -0.74
66 O 4.42 -0.45 -1.38  -0.49
67 C 6.98 -1.24 -0.72  -0.63
68 H 7.04 -3.10 0.49  0.34
69 H 7.86 -1.78 1.24  0.47
70 H 5.95 -2.01 2.44  0.46
71 H 4.98 -2.31 1.02  0.01
72 H 6.09 0.48 1.58  0.48
73 H 4.35 0.09 1.31  -0.49
74 H 7.92 -0.73 -0.55  0.37
75 H 7.14 -1.78 -1.65  0.43
76 C 1.75 -3.44 -3.50  -0.61
77 C 2.74 -4.27 -4.34  -0.71
78 C 3.49 -5.15 -3.34  -0.86
79 S 3.68 -4.25 -1.84  1.24
80 O 5.09 -3.78 -1.80  -0.63
81 O 3.07 -5.01 -0.75  -0.71
82 C 2.46 -2.86 -2.23  -0.09
83 H 0.91 -4.10 -3.26  0.34
84 H 1.45 -2.56 -4.07  0.35
85 H 3.51 -3.65 -4.80  0.34
86 H 2.13 -4.87 -5.02  0.37
87 H 4.39 -5.68 -3.62  0.45
88 H 2.80 -5.84 -2.85  0.36
89 H 3.14 -2.11 -2.63  0.16
90 H 1.98 -2.57 -1.29  0.05
91 C 2.38 6.41 -5.26  -0.60
92 C 1.76 5.40 -6.20  -0.58
93 C 1.22 4.15 -5.37  -0.62
94 S 1.36 4.55 -3.62  0.98
95 O 1.95 3.40 -2.84  -0.54
96 O 0.10 5.17 -3.29  -0.68
97 C 2.71 5.78 -3.85  -0.73
98 H 1.66 7.21 -5.09  0.34
99 H 3.27 6.80 -5.76  0.34
100 H 2.42 4.94 -6.93  0.30
101 H 0.98 5.98 -6.70  0.25
102 H 1.86 3.32 -5.64  0.41
103 H 0.16 4.09 -5.64  0.34
104 H 3.58 5.15 -4.05  0.34
105 H 2.79 6.53 -3.06  0.44
106 C -0.95 -4.86 0.74  -0.59
107 C -1.71 -6.12 1.23  -0.79
108 C -3.20 -5.97 1.39  -0.60
109 S -3.61 -4.64 0.00  1.04
110 O -4.48 -3.57 0.57  -0.42
111 O -3.89 -5.44 -1.21  -0.43
112 C -1.89 -3.90 -0.03  0.19
113 H 0.03 -5.08 0.31  0.41
114 H -0.67 -4.40 1.69  0.25
115 H -1.21 -6.34 2.17  0.45
116 H -1.53 -6.97 0.56  0.32
117 H -3.32 -5.27 2.22  0.36
118 H -3.91 -6.78 1.50  0.50
119 H -1.96 -3.04 0.65  -0.31
120 H -1.70 -3.64 -1.07  0.58
121 C -5.74 -1.10 -1.91  -0.11
122 C -6.61 0.09 -2.34  0.22
123 C -7.85 -0.44 -3.21  -0.79
124 S -7.63 -2.32 -3.31  1.06
125 O -7.73 -2.79 -4.65  -0.63
126 O -8.52 -2.86 -2.27  -0.64
127 C -5.95 -2.39 -2.76  -0.72
128 H -6.13 -1.42 -0.95  0.09
129 H -4.68 -0.98 -1.73  0.06
130 H -5.92 0.71 -2.91  0.48
131 H -7.04 0.60 -1.48  -0.51
132 H -7.56 -0.07 -4.19  0.34
133 H -8.85 -0.02 -3.14  0.49
134 H -5.36 -2.36 -3.67  0.43
135 H -5.82 -3.32 -2.21  0.23

ORCA calculation (wB97M-V/def2-TZVPD) on a structure of composition C36H76LiN4O4.

The HOMO-LUMO gap comes out at 7.77 eV. Its molar mass is 635.97 g mol⁻¹. The energy relative to the best compared isomer or geometry (same formula, charge and spin) comes out at 78.4 kcal per mole. The value obtained for the total energy is -52904.259 eV. For the HOMO energy, the calculation gives -0.353 Eh. As for the net charge: +1. The spin multiplicity is 1.

Each line ends with the Mulliken charge.
Geometry (Å):
1 Li -5.42 15.50 18.75  1.72
2 C -4.77 20.36 19.32  -2.40
3 C -4.50 19.92 20.68  2.30
4 C -4.91 18.46 20.82  -0.62
5 C -4.39 17.88 22.14  -0.60
6 C -2.91 18.04 22.35  -0.83
7 C -2.49 19.40 22.18  1.45
8 N -3.09 20.07 21.03  0.34
9 O -2.47 21.38 20.60  -0.52
10 C -1.05 19.51 21.89  -2.21
11 C -2.78 20.17 23.54  -1.80
12 C -5.34 20.83 21.50  -2.35
13 H -3.92 20.29 18.62  0.51
14 H -5.18 21.29 19.15  0.52
15 H -5.47 19.76 18.76  0.33
16 H -4.67 17.89 19.96  -0.21
17 H -5.97 18.38 20.76  0.54
18 H -4.59 16.81 22.48  0.13
19 H -4.95 18.31 22.95  0.93
20 H -2.36 17.30 21.69  -0.41
21 H -2.60 17.68 23.31  0.63
22 H -1.53 21.48 20.73  0.34
23 H -0.50 19.12 22.77  0.47
24 H -0.70 20.52 21.79  0.74
25 H -0.76 18.99 20.96  0.32
26 H -3.78 20.18 23.97  0.26
27 H -2.51 21.20 23.35  0.41
28 H -1.94 19.85 24.22  0.43
29 H -6.28 20.96 21.08  0.60
30 H -5.02 21.87 21.68  0.36
31 H -5.33 20.50 22.54  0.34
32 C -2.54 12.97 20.22  -2.11
33 C -2.64 14.10 19.31  1.88
34 C -1.32 14.49 18.71  -1.86
35 C -0.93 13.55 17.57  -0.58
36 C -2.05 13.54 16.61  -1.77
37 C -3.36 13.19 17.17  0.87
38 N -3.70 14.03 18.30  1.50
39 O -5.02 13.57 18.74  -0.16
40 C -3.57 11.66 17.49  -2.00
41 C -4.32 13.56 16.12  -1.38
42 C -3.09 15.26 20.09  -3.25
43 H -1.87 13.07 21.13  0.37
44 H -2.26 12.12 19.76  0.62
45 H -3.58 12.79 20.66  0.25
46 H -0.58 14.67 19.43  0.56
47 H -1.51 15.44 18.22  0.40
48 H -0.87 12.44 17.94  0.25
49 H 0.04 13.79 17.12  0.51
50 H -1.88 12.86 15.71  0.42
51 H -2.07 14.49 16.20  0.32
52 H -4.83 12.63 18.70  0.18
53 H -2.71 11.10 17.84  0.44
54 H -3.72 11.05 16.61  0.53
55 H -4.36 11.45 18.02  0.64
56 H -4.09 13.17 15.13  0.71
57 H -4.17 14.63 15.88  0.07
58 H -5.39 13.21 16.35  0.10
59 H -2.33 15.39 20.75  1.30
60 H -3.98 15.20 20.63  0.21
61 H -3.09 16.21 19.54  0.45
62 C -8.99 15.51 21.37  -1.54
63 C -7.90 14.78 20.75  1.07
64 C -8.26 13.35 20.71  -1.25
65 C -9.12 12.86 19.52  -0.99
66 C -8.65 13.38 18.13  -0.76
67 C -8.41 14.85 18.17  1.16
68 N -7.57 15.22 19.35  1.37
69 O -7.03 16.60 19.43  -0.36
70 C -9.60 15.75 18.20  -2.16
71 C -7.64 15.21 16.93  -1.28
72 C -6.65 15.00 21.57  -1.69
73 H -9.96 15.57 20.87  0.21
74 H -8.60 16.50 21.61  0.42
75 H -9.17 15.21 22.43  0.44
76 H -8.77 13.04 21.60  0.45
77 H -7.27 12.80 20.78  0.34
78 H -10.00 13.48 19.71  0.41
79 H -9.24 11.71 19.58  0.33
80 H -9.52 13.18 17.45  0.38
81 H -7.81 12.86 17.65  0.38
82 H -7.86 17.00 19.71  0.33
83 H -10.30 15.60 18.98  0.45
84 H -10.19 15.65 17.32  0.51
85 H -9.33 16.79 18.29  0.37
86 H -8.04 14.70 16.06  0.96
87 H -6.52 14.91 16.98  -1.09
88 H -7.69 16.27 16.72  0.27
89 H -6.45 16.10 21.76  0.07
90 H -5.77 14.38 21.24  -0.06
91 H -6.82 14.68 22.55  0.88
92 C -5.09 17.03 16.06  -1.17
93 C -5.08 18.10 15.17  1.30
94 C -4.14 17.94 14.00  -1.20
95 C -4.77 17.06 12.91  -0.27
96 C -6.03 17.75 12.47  -1.89
97 C -7.05 17.80 13.45  1.63
98 N -6.43 18.50 14.66  0.13
99 O -7.42 18.56 15.66  -0.38
100 C -7.68 16.37 13.83  -1.80
101 C -8.10 18.73 12.97  -1.69
102 C -4.55 19.20 16.10  -2.05
103 H -5.60 17.21 16.92  0.57
104 H -4.12 16.76 16.36  1.12
105 H -5.52 16.17 15.51  -0.24
106 H -3.22 17.52 14.48  0.30
107 H -3.91 19.03 13.76  0.42
108 H -5.03 15.97 13.16  0.14
109 H -4.08 17.03 12.04  0.42
110 H -6.58 17.31 11.61  0.48
111 H -5.77 18.68 12.08  0.47
112 H -8.21 18.93 15.28  0.41
113 H -8.28 15.87 13.07  0.51
114 H -8.37 16.40 14.61  0.45
115 H -6.93 15.71 14.12  0.28
116 H -8.89 18.95 13.78  0.26
117 H -8.58 18.51 12.06  0.44
118 H -7.73 19.73 12.84  0.48
119 H -3.75 18.96 16.84  0.35
120 H -5.34 19.37 16.82  0.39
121 H -4.11 20.13 15.62  0.31